{"formula": "C11H18N6O2", "method": "ωB97M-V/def2-TZVPD", "charge": 0, "mol_weight_da": 266.3, "homo_lumo_gap_ev": 8.9, "e_lumo_ev": 0.1, "relative_energy_kcal_mol": 0.0, "smiles": "CCCCNC(=O)N(C)c1nncnc1C(=O)NC", "symbols": ["O", "O", "N", "N", "N", "N", "N", "N", "C", "C", "C", "C", "C", "C", "C", "C", "C", "C", "C", "H", "H", "H", "H", "H", "H", "H", "H", "H", "H", "H", "H", "H", "H", "H", "H", "H", "H"], "xyz": [[-0.63882, -0.09583, 1.78140], [-0.66366, 1.08789, -0.84014], [-3.99109, 0.64443, 0.12641], [-1.16904, -1.58724, 0.12499], [-3.41108, -1.94710, -0.39338], [1.03278, -1.04668, 0.57578], [-4.64792, -1.54432, -0.34448], [-2.03798, 2.51778, 0.26382], [-4.90555, -0.32221, 0.05666], [-1.69235, 1.32049, -0.22466], [2.05793, -0.20054, 1.15723], [-2.43088, -1.11763, -0.04332], [3.45356, -0.68044, 0.77578], [-0.25783, -0.81664, 0.88579], [-1.20086, 3.68303, 0.16218], [-0.83316, -2.92074, -0.32777], [3.46207, 0.66328, -1.39802], [-2.73195, 0.27251, 0.02153], [3.73180, -0.68107, -0.73105], [3.60421, -1.69026, 1.16385], [3.79823, 0.64051, -2.43217], [-2.93003, 2.59054, 0.72970], [2.40107, 0.90009, -1.39492], [-1.72198, 4.48558, -0.36295], [-0.13141, -3.37973, 0.36666], [3.13815, -1.45489, -1.22448], [4.17280, -0.02342, 1.26801], [-0.90759, 4.03326, 1.15359], [4.78095, -0.94949, -0.87633], [-1.75205, -3.50387, -0.36552], [-0.39641, -2.89285, -1.32982], [1.23092, -1.39395, -0.34948], [1.92905, -0.23342, 2.24235], [3.99809, 1.45718, -0.88256], [-0.31128, 3.40129, -0.39919], [1.90782, 0.83699, 0.83919], [-5.93652, -0.05254, 0.22531]]}

***

{"formula": "C2H2NiO3", "method": "ωB97M-V/def2-TZVPD", "charge": 0, "mol_weight_da": 132.7, "homo_lumo_gap_ev": [7.5, 6.5], "multiplicity": 3, "e_lumo_ev": [-1.4, -2.1], "s2": 2.02, "relative_energy_kcal_mol": 0.0, "symbols": ["Ni", "O", "O", "O", "C", "C", "H", "H"], "xyz": [[-1.88371, -0.83157, 0.64933], [1.01543, -0.18218, -1.49709], [-1.13425, -0.63521, -1.03847], [-0.41516, -0.22889, 1.52016], [0.35265, 0.36551, 0.53794], [-0.07589, 0.10760, -0.87320], [0.58991, 1.43526, 0.67474], [1.55102, -0.03052, 0.02660]]}

***

{"formula": "C4H8O2", "method": "ωB97M-V/def2-TZVPD", "charge": 0, "mol_weight_da": 88.1, "homo_lumo_gap_ev": 11.4, "e_lumo_ev": 1.0, "relative_energy_kcal_mol": 6.6, "smiles": "CCOC(C)=O", "symbols": ["O", "O", "C", "C", "C", "C", "H", "H", "H", "H", "H", "H", "H", "H"], "xyz": [[0.15164, -0.23109, 0.13192], [1.02309, 0.38511, -1.84947], [-2.11951, -0.35696, 0.74078], [1.14908, 0.18662, -0.66491], [-1.16833, -0.21591, -0.43192], [2.41529, 0.38977, 0.12753], [-1.30412, 0.72992, -0.96816], [-1.82364, 0.34106, 1.53090], [2.99293, 1.19322, -0.33213], [3.01452, -0.52501, 0.11343], [-3.14948, -0.13218, 0.44492], [-2.08507, -1.37057, 1.15225], [2.18048, 0.63284, 1.16562], [-1.27687, -1.02682, -1.16078]]}

***

{"formula": "C2H4N4", "method": "ωB97M-V/def2-TZVPD", "charge": 0, "mol_weight_da": 84.1, "homo_lumo_gap_ev": 10.0, "e_lumo_ev": 0.9, "relative_energy_kcal_mol": 12.5, "smiles": "Nc1ncn[nH]1", "symbols": ["N", "N", "N", "N", "C", "C", "H", "H", "H", "H"], "xyz": [[-0.11217, 1.17508, -0.01653], [-1.71110, -0.37285, 0.42533], [1.76914, -0.21022, -0.33272], [-0.48740, -1.01976, 0.20303], [0.43742, -0.00745, -0.07659], [-1.42735, 0.87513, 0.24844], [2.32308, 0.63184, -0.21720], [-2.21500, 1.61183, 0.26473], [2.20220, -1.04026, 0.04011], [-0.77883, -1.64333, -0.53861]]}